Record 1
Formula: C46H39AsN3OPS2W
Source: OMol25
Level of theory: ωB97M-V/def2-TZVPD

```
94
Properties=species:S:1:pos:R:3:forces:R:3
W 0.883 0.194 -0.246 1.788 -0.727 0.867
C 3.506 3.016 3.203 0.076 0.004 0.164
C 2.676 2.352 2.092 0.281 0.051 -0.187
C 3.409 2.541 0.772 0.162 0.030 -0.185
C 2.475 0.880 2.425 -0.319 -0.284 0.220
C 2.175 0.646 3.897 -0.346 -0.352 -0.051
O 1.171 -0.423 3.892 0.381 0.189 0.234
C 0.711 -0.641 2.709 -0.005 0.365 0.150
N 1.271 0.144 1.770 0.681 0.264 -0.946
C -0.294 -1.692 2.628 0.132 0.073 0.022
C -0.804 -2.097 3.871 -0.016 0.029 0.111
C -1.624 -3.203 3.983 -0.076 -0.089 0.044
C -1.896 -3.962 2.858 -0.065 -0.118 -0.038
C -1.395 -3.573 1.616 -0.128 -0.135 0.059
C -0.637 -2.422 1.475 -0.004 0.128 -0.172
P -0.082 -2.151 -0.236 -0.205 -0.408 -0.147
C -1.466 -2.325 -1.375 0.037 0.055 -0.013
C -2.787 -2.527 -0.969 -0.102 -0.072 -0.054
C -3.767 -2.796 -1.916 -0.029 0.011 0.066
C -3.439 -2.867 -3.265 -0.060 -0.022 -0.035
C -2.128 -2.647 -3.676 -0.011 0.028 -0.059
C -1.149 -2.360 -2.738 -0.079 -0.055 -0.070
C 1.059 -3.526 -0.526 0.033 0.054 0.023
C 2.019 -3.783 0.463 -0.020 -0.115 0.016
C 2.867 -4.868 0.351 0.035 -0.020 -0.007
C 2.765 -5.715 -0.755 0.030 -0.032 -0.002
C 1.801 -5.482 -1.721 -0.016 0.020 -0.038
C 0.942 -4.389 -1.616 0.126 -0.114 0.018
H 3.816 4.014 2.887 -0.037 -0.091 0.002
H 4.420 2.446 3.411 -0.135 0.102 -0.061
H 2.948 3.135 4.134 0.117 0.032 -0.086
H 1.704 2.833 2.060 -0.429 0.212 0.002
H 4.468 2.278 0.872 -0.079 0.073 0.077
H 3.350 3.568 0.417 0.062 0.106 0.103
H 3.050 1.912 -0.041 -0.295 -0.077 -0.201
H 3.377 0.353 2.138 0.153 -0.296 -0.068
H 1.740 1.503 4.395 -0.236 0.043 0.067
H 3.021 0.286 4.465 0.091 -0.075 0.126
H -0.541 -1.547 4.765 -0.023 -0.035 -0.051
H -2.012 -3.492 4.953 0.021 0.011 -0.071
H -2.486 -4.869 2.936 0.056 0.073 -0.010
H -1.591 -4.200 0.754 -0.018 -0.018 0.025
H -3.059 -2.499 0.076 0.004 -0.006 -0.020
H -4.789 -2.975 -1.596 0.120 0.025 -0.038
H -4.204 -3.102 -3.998 0.077 0.019 0.078
H -1.871 -2.716 -4.728 -0.013 0.014 0.098
H -0.131 -2.203 -3.070 0.079 0.059 -0.047
H 2.081 -3.169 1.354 0.006 0.032 0.038
H 3.596 -5.070 1.129 -0.074 0.017 -0.084
H 3.431 -6.568 -0.845 -0.069 0.086 0.013
H 1.702 -6.155 -2.566 0.007 0.058 0.070
H 0.185 -4.254 -2.371 -0.011 -0.019 -0.005
S 1.917 0.289 -2.354 -0.853 0.212 0.352
C 3.224 -0.648 -1.790 1.301 -0.631 -0.680
S 3.011 -0.907 -0.117 -0.895 0.484 0.308
C 4.221 -1.173 -2.581 -0.507 0.289 0.378
C 5.167 -2.063 -1.992 0.536 -0.630 0.261
N 5.861 -2.831 -1.474 -0.544 0.630 -0.338
C 4.252 -0.878 -3.979 -0.038 0.203 -0.601
N 4.189 -0.588 -5.097 0.033 -0.219 0.779
C -2.301 6.403 0.741 -0.073 -0.015 -0.005
C -3.047 5.272 0.409 -0.133 0.056 0.003
C -2.417 4.077 0.098 -0.388 0.513 0.123
C -1.040 4.090 0.139 1.109 -0.174 0.227
C -0.257 5.177 0.461 -0.162 0.396 0.124
C -0.915 6.359 0.766 0.036 0.178 0.040
As -0.237 2.454 -0.434 -1.262 0.127 -0.365
C -0.838 2.276 -2.219 0.088 -0.111 -0.087
C -0.938 0.985 -2.730 0.132 0.074 -0.318
C -1.210 0.781 -4.073 -0.003 0.169 -0.051
C -1.414 1.895 -4.887 -0.010 -0.072 -0.051
C -1.325 3.184 -4.369 -0.027 -0.007 -0.110
C -1.021 3.383 -3.028 0.014 0.025 -0.171
C -1.383 1.139 0.515 0.370 -0.495 -0.242
C -2.510 0.546 -0.094 -0.041 0.087 0.269
C -3.602 0.184 0.672 -0.147 -0.018 0.105
C -3.603 0.426 2.041 0.009 0.030 0.123
C -2.506 1.052 2.660 -0.423 -0.136 0.172
C -1.420 1.400 1.910 -0.063 0.001 -0.215
H -2.812 7.328 0.979 -0.005 -0.020 -0.005
H -4.128 5.315 0.388 0.013 0.061 0.013
H -2.989 3.203 -0.170 -0.088 -0.058 -0.034
H 0.819 5.136 0.466 0.192 -0.039 -0.005
H -0.339 7.241 1.017 -0.059 -0.009 -0.003
H -0.828 0.116 -2.071 -0.165 -0.170 0.008
H -1.294 -0.214 -4.485 -0.002 0.004 0.008
H -1.652 1.751 -5.936 0.018 0.029 0.105
H -1.493 4.040 -5.012 0.009 -0.062 0.017
H -0.935 4.384 -2.632 -0.004 0.119 0.034
H -2.568 0.427 -1.161 -0.022 -0.065 -0.108
H -4.470 -0.253 0.191 0.054 0.037 0.076
H -4.474 0.161 2.635 0.106 0.055 -0.072
H -2.538 1.294 3.717 -0.044 -0.049 -0.109
H -0.622 1.949 2.381 0.281 0.098 0.091
```
Forces are in eV/Å.

Highest occupied orbital energy (spin up / spin down): -19.057 / -19.057 eV
Total charge: +4
Orbital gap (spin up / spin down): 4.8 / 4.8 eV

***

Record 2
Formula: C46H39ClF3NO7STc
Source: OMol25
Level of theory: ωB97M-V/def2-TZVPD

```
99
Properties=species:S:1:pos:R:3:forces:R:3
Tc -0.516 -1.035 0.054 0.162 0.152 0.117
O -0.363 -1.391 1.862 0.001 0.026 -0.007
C 0.393 -0.886 2.934 0.061 -0.051 0.002
C 1.858 -1.123 2.547 -0.012 0.030 -0.018
C 2.341 -0.503 1.263 0.013 0.008 0.010
C 3.446 0.337 1.326 0.012 -0.010 -0.024
C 4.028 0.803 0.167 -0.015 -0.015 0.020
C 3.537 0.336 -1.035 -0.035 -0.031 0.007
C 2.438 -0.509 -1.051 0.076 0.005 0.041
C 2.068 -1.134 -2.376 -0.063 0.055 0.011
C 0.719 -0.685 -2.943 0.243 -0.049 0.049
O -0.103 -1.357 -1.935 -0.202 -0.005 -0.243
C 0.345 -1.371 -4.252 -0.017 0.008 -0.004
C 1.208 -2.224 -4.926 0.027 0.008 0.023
C 0.808 -2.840 -6.106 -0.018 0.005 -0.014
C -0.463 -2.618 -6.610 0.018 -0.016 -0.001
C -1.331 -1.770 -5.936 0.003 0.010 0.013
C -0.928 -1.142 -4.770 -0.010 -0.012 -0.016
C 0.619 0.828 -3.109 0.013 -0.011 -0.002
C -0.492 1.610 -2.806 0.003 -0.024 -0.002
C -0.483 2.971 -3.088 -0.012 -0.021 0.037
C 0.615 3.570 -3.680 0.026 0.017 -0.014
C 1.713 2.792 -4.017 -0.011 0.016 0.000
C 1.708 1.436 -3.740 -0.041 -0.005 0.018
N 1.791 -0.863 0.083 -0.019 0.025 -0.043
C 0.102 -1.775 4.148 -0.017 -0.029 -0.012
C -0.390 -3.062 3.957 -0.016 0.004 -0.016
C -0.605 -3.897 5.043 0.005 -0.004 0.032
C -0.324 -3.461 6.330 -0.012 -0.013 -0.015
C 0.167 -2.179 6.524 0.014 0.025 -0.003
C 0.377 -1.340 5.439 0.011 -0.001 0.021
C 0.021 0.556 3.237 -0.020 0.010 0.029
C -1.329 0.895 3.210 0.009 -0.001 0.021
C -1.734 2.187 3.488 -0.001 -0.007 -0.007
C -0.795 3.161 3.807 0.012 0.008 0.001
C 0.548 2.828 3.851 -0.005 0.002 0.021
C 0.953 1.528 3.572 -0.007 -0.011 -0.022
H 1.959 -2.206 2.447 0.006 0.001 -0.006
H 2.523 -0.816 3.354 -0.007 -0.001 0.017
H 3.843 0.607 2.294 -0.001 0.000 0.005
H 4.875 1.476 0.198 0.001 0.007 0.001
H 4.001 0.611 -1.971 0.006 -0.001 -0.004
H 2.024 -2.218 -2.252 0.009 0.003 0.014
H 2.868 -0.920 -3.079 -0.002 -0.024 -0.003
H 2.203 -2.419 -4.548 -0.012 -0.007 -0.009
H 1.493 -3.497 -6.627 0.006 -0.003 -0.001
H -0.776 -3.101 -7.527 0.000 -0.001 -0.005
H -2.325 -1.589 -6.324 -0.005 0.002 -0.001
H -1.605 -0.477 -4.251 -0.010 0.005 -0.001
H -1.359 1.180 -2.333 -0.013 -0.008 0.042
H -1.350 3.563 -2.826 -0.008 -0.001 0.005
H 0.613 4.632 -3.887 -0.002 0.001 -0.001
H 2.571 3.237 -4.504 0.008 0.001 0.001
H 2.558 0.842 -4.051 0.015 0.025 -0.005
H -0.617 -3.394 2.952 0.001 0.001 0.002
H -0.998 -4.894 4.884 -0.001 -0.001 -0.001
H -0.495 -4.113 7.177 -0.001 -0.003 0.004
H 0.380 -1.824 7.525 0.001 0.000 0.003
H 0.739 -0.332 5.603 0.000 0.008 -0.003
H -2.053 0.138 2.936 -0.010 -0.008 -0.004
H -2.785 2.441 3.443 -0.003 0.001 0.001
H -1.109 4.176 4.012 0.000 0.005 -0.005
H 1.287 3.582 4.093 0.000 0.001 0.002
H 2.008 1.291 3.609 0.005 -0.006 0.001
O -4.326 -0.721 -0.973 0.016 -0.038 -0.011
Cl -3.677 -0.088 0.170 -0.012 0.015 0.049
O -1.423 -0.899 -1.738 -0.067 -0.045 0.038
O -3.069 1.167 -0.228 -0.017 0.008 -0.016
O -2.530 -1.065 0.586 -0.051 -0.012 -0.058
F 2.157 8.085 0.266 -0.021 -0.006 0.014
C 1.021 7.693 0.877 0.003 0.007 0.004
F 0.029 8.468 0.403 0.020 -0.014 0.010
F 1.166 8.008 2.184 -0.002 -0.003 -0.027
C 0.750 6.232 0.682 0.000 0.026 0.001
C -0.551 5.773 0.529 0.008 0.010 0.003
C -0.790 4.417 0.397 0.004 -0.007 -0.001
C 0.268 3.504 0.413 -0.110 0.026 -0.085
C 1.573 3.983 0.558 -0.002 0.015 -0.006
C 1.813 5.337 0.698 -0.005 -0.008 -0.009
C 0.006 2.109 0.280 0.267 -0.054 0.108
C -0.233 0.922 0.197 -0.145 0.024 -0.070
H -1.373 6.475 0.512 -0.004 0.005 0.002
H -1.799 4.040 0.285 -0.007 -0.007 0.000
H 2.392 3.275 0.559 0.007 -0.010 0.004
H 2.825 5.704 0.809 0.002 0.002 0.000
O -0.744 -3.277 -0.101 -0.063 -0.003 -0.098
S -1.302 -4.013 -1.317 0.069 -0.042 0.105
C -3.070 -3.697 -1.337 -0.024 0.043 -0.026
C -3.614 -4.451 -0.135 0.000 -0.004 0.010
C -3.020 -5.853 -0.259 -0.023 0.002 -0.020
C -1.541 -5.687 -0.634 0.015 0.001 0.015
H -3.433 -4.112 -2.283 0.000 -0.016 -0.002
H -3.219 -2.620 -1.338 -0.015 -0.015 0.031
H -4.704 -4.461 -0.132 -0.001 0.004 -0.006
H -3.277 -3.956 0.778 -0.007 0.009 -0.007
H -3.539 -6.393 -1.054 0.006 -0.014 0.007
H -3.122 -6.438 0.654 0.001 0.017 0.013
H -1.180 -6.424 -1.349 -0.011 0.005 -0.016
H -0.883 -5.684 0.235 0.012 -0.016 -0.012
```
Forces are in eV/Å.

2S+1: 2
Highest occupied orbital energy (spin up / spin down): -7.519 / -7.632 eV
Total charge: 0
Orbital gap (spin up / spin down): 7.3 / 7.0 eV

***

Record 3
Formula: C46H39N3O2P2S2SiZn
Source: OMol25
Level of theory: ωB97M-V/def2-TZVPD

```
96
Properties=species:S:1:pos:R:3:forces:R:3
Zn 0.438 -1.222 -1.321 -0.116 0.170 0.141
C 3.963 -1.686 -1.893 -0.038 -0.038 0.030
Si 2.650 -1.368 -0.574 0.190 -0.009 -0.013
C 3.024 -2.531 0.884 -0.172 0.151 0.035
C 4.027 -3.496 0.793 0.057 -0.040 -0.040
C 4.280 -4.382 1.832 0.032 0.017 -0.094
C 3.530 -4.317 2.995 -0.065 0.033 0.089
C 2.531 -3.362 3.111 0.051 -0.012 -0.022
C 2.270 -2.477 2.068 -0.004 -0.098 0.040
P 0.965 -1.193 2.220 0.037 0.062 -0.012
C 1.474 -0.413 3.806 0.028 -0.019 0.012
C 1.093 -0.851 5.074 -0.028 0.019 -0.052
C 1.588 -0.229 6.212 -0.008 0.003 0.014
C 2.475 0.833 6.101 -0.017 -0.004 0.017
C 2.865 1.273 4.846 -0.017 -0.020 -0.036
C 2.364 0.656 3.709 0.019 0.048 -0.032
C -0.517 -2.139 2.713 -0.012 0.013 0.009
C -0.717 -3.457 2.312 0.039 -0.045 0.055
C -1.913 -4.106 2.594 0.044 -0.053 0.065
C -2.918 -3.449 3.289 0.010 0.009 0.023
C -2.731 -2.129 3.685 -0.006 0.024 -0.055
C -1.547 -1.473 3.386 -0.017 -0.099 -0.106
C 3.020 0.419 0.056 -0.190 0.021 -0.032
C 4.293 0.683 0.564 0.030 0.027 -0.029
C 4.659 1.948 1.003 -0.004 0.002 -0.028
C 3.752 2.997 0.934 -0.011 0.001 0.037
C 2.479 2.768 0.436 0.000 -0.021 0.010
C 2.105 1.493 0.015 0.073 -0.224 -0.035
P 0.442 1.196 -0.676 -0.045 -0.005 0.065
C -0.813 1.684 0.547 0.129 -0.037 0.121
C -2.151 1.501 0.194 0.003 -0.034 -0.026
C -3.156 1.719 1.122 -0.019 0.014 -0.012
C -2.838 2.113 2.416 0.011 0.004 -0.006
C -1.511 2.293 2.774 0.016 0.019 0.005
C -0.501 2.077 1.844 -0.028 0.068 -0.016
C 0.316 2.427 -2.004 0.029 0.032 -0.033
C 0.973 2.116 -3.195 -0.043 0.053 0.018
C 0.901 2.979 -4.277 0.015 -0.025 0.006
C 0.166 4.152 -4.179 -0.011 0.023 -0.001
C -0.491 4.466 -2.996 -0.003 0.015 -0.003
C -0.416 3.608 -1.907 -0.002 -0.039 -0.015
H 4.979 -1.505 -1.535 0.012 0.014 0.012
H 3.907 -2.714 -2.259 -0.013 0.012 0.002
H 3.781 -1.032 -2.748 0.021 0.016 0.011
H 4.621 -3.561 -0.110 0.025 -0.020 0.008
H 5.063 -5.124 1.733 0.006 0.008 -0.010
H 3.726 -5.001 3.811 -0.013 0.001 0.000
H 1.950 -3.304 4.024 -0.008 -0.008 0.016
H 0.399 -1.676 5.177 0.015 0.000 0.006
H 1.280 -0.580 7.189 0.005 0.004 0.004
H 2.858 1.316 6.991 0.001 -0.007 0.006
H 3.560 2.098 4.746 -0.001 0.005 0.003
H 2.681 1.000 2.731 -0.018 0.022 -0.004
H 0.068 -3.982 1.780 -0.030 0.005 -0.003
H -2.056 -5.129 2.272 0.000 -0.001 -0.004
H -3.845 -3.960 3.516 -0.002 0.004 0.004
H -3.514 -1.606 4.219 -0.004 -0.002 -0.003
H -1.418 -0.436 3.673 -0.011 0.004 0.014
H 5.018 -0.122 0.622 0.005 0.003 0.011
H 5.656 2.119 1.391 0.002 -0.006 0.009
H 4.035 3.988 1.266 -0.001 0.000 -0.009
H 1.769 3.586 0.372 0.011 0.013 -0.014
H -2.407 1.169 -0.808 0.009 -0.011 0.009
H -4.190 1.567 0.837 0.001 -0.002 -0.003
H -3.624 2.275 3.142 -0.002 0.002 0.002
H -1.251 2.597 3.781 -0.009 -0.007 -0.003
H 0.531 2.212 2.139 0.035 -0.042 0.020
H 1.499 1.175 -3.297 0.023 0.012 -0.005
H 1.391 2.715 -5.204 0.002 -0.005 0.001
H 0.094 4.817 -5.029 0.000 0.005 0.001
H -1.065 5.381 -2.920 0.002 0.001 -0.004
H -0.938 3.850 -0.989 0.003 0.000 -0.001
N -5.525 2.495 -5.604 -0.009 -0.002 0.022
C -4.460 1.649 -5.334 0.027 -0.024 -0.011
C -3.407 2.076 -4.515 -0.005 -0.023 -0.009
C -2.324 1.252 -4.285 0.017 0.057 0.009
C -2.272 -0.009 -4.865 0.084 -0.069 0.042
C -3.308 -0.443 -5.678 0.001 -0.032 -0.037
C -4.392 0.381 -5.916 -0.028 0.033 0.011
S -0.905 -1.083 -4.541 0.008 0.021 0.059
O -1.220 -2.342 -5.159 -0.060 -0.042 0.008
O 0.326 -0.427 -4.893 -0.053 -0.010 0.007
N -0.868 -1.214 -2.927 -0.016 0.116 -0.131
C -1.911 -1.570 -2.150 -0.023 -0.091 -0.150
S -3.576 -1.837 -2.515 -0.073 -0.005 -0.012
C -3.865 -2.191 -0.839 0.034 0.021 -0.047
C -2.721 -2.084 -0.135 -0.019 0.079 0.095
N -1.619 -1.725 -0.870 0.138 -0.126 -0.016
H -5.689 3.224 -4.931 -0.002 -0.006 -0.016
H -6.373 2.049 -5.916 0.010 0.009 0.000
H -3.438 3.062 -4.067 -0.005 -0.002 0.000
H -1.512 1.593 -3.656 -0.007 0.002 0.014
H -3.257 -1.432 -6.114 -0.001 0.006 0.004
H -5.197 0.043 -6.557 -0.005 0.005 0.000
H -4.846 -2.459 -0.485 -0.006 -0.003 -0.001
H -2.619 -2.256 0.924 -0.028 0.063 -0.014
```
Forces are in eV/Å.

Highest occupied orbital energy: -7.545 eV
Total charge: 0
Orbital gap: 8.0 eV